# 1
A structure of composition C53H53GeN4O2PSTi, computed with the ωB97M-V functional and the def2-TZVPD basis.

Output
2S+1	1
HOMO energy	-12.873	eV
gap between HOMO and LUMO	7.200	eV
net charge	+2
calculated total energy	-6086.457804	a.u.

Atoms and positions in Å:
Ge  -0.350  -2.522  -2.405
Ti  -0.010  0.752  0.851
S  -2.297  1.809  1.054
P  0.110  1.660  3.194
O  -0.565  -0.960  1.801
O  -1.014  -0.505  -0.284
N  -3.456  1.851  -1.349
N  1.618  -0.313  0.232
N  6.096  -0.616  0.113
N  -4.096  0.120  0.041
C  -0.608  -1.709  6.191
C  3.910  3.132  3.912
C  -1.730  -2.958  -1.058
C  -0.957  4.206  2.794
C  -1.671  -0.944  5.729
C  1.207  2.427  0.749
C  3.283  3.458  1.593
C  -3.348  1.196  -0.200
C  0.553  -4.333  -4.537
C  0.506  -6.616  -2.967
C  4.182  3.645  2.672
C  2.585  3.812  -0.697
C  0.165  -4.226  -3.200
C  2.117  2.702  1.816
C  4.773  -0.654  0.012
C  3.494  4.011  0.302
C  1.427  -1.670  -1.992
C  -1.011  -1.358  0.682
C  2.570  -0.370  1.142
C  2.391  -2.729  -1.467
C  3.648  -2.429  -1.181
C  1.833  2.222  3.122
C  0.892  -6.700  -4.296
C  -1.866  5.574  4.550
C  -1.662  4.547  5.460
C  1.956  -1.241  -3.372
C  -1.265  -1.463  -3.756
C  -4.611  -0.753  -1.015
C  0.913  -5.557  -5.082
C  -2.070  -2.110  -4.695
C  3.145  -0.013  -1.806
C  -1.109  3.347  5.042
C  -1.444  0.107  4.858
C  0.919  -0.373  4.905
C  -2.685  -0.008  -5.685
C  2.883  -0.300  -3.263
C  2.706  2.435  4.155
C  0.141  -5.389  -2.430
C  -0.143  0.408  4.454
C  1.762  -0.338  -1.225
C  3.964  -0.437  1.112
C  -0.761  3.168  3.703
C  -2.781  -1.390  -5.646
C  -1.506  5.404  3.221
C  -4.270  -0.392  1.401
C  -1.197  -0.069  -3.795
C  1.437  3.009  -0.472
C  -2.509  2.897  -1.720
C  -1.422  -2.761  0.417
C  0.685  -1.427  5.777
C  -4.687  1.871  -2.148
C  4.202  -1.025  -1.316
C  -1.888  0.652  -4.760
H  1.933  -0.155  4.594
H  1.638  -1.695  -4.297
H  1.205  -5.620  -6.121
H  4.379  4.609  0.125
H  -5.142  -1.040  1.396
H  -4.441  0.425  2.098
H  -2.574  3.027  -2.796
H  -0.155  -5.352  -1.386
H  -2.570  -2.325  -1.337
H  2.468  2.110  5.160
H  -2.276  0.701  4.498
H  -0.564  0.462  -3.092
H  -4.151  -0.509  -1.970
H  2.740  4.259  -1.670
H  0.485  -7.505  -2.352
H  -2.138  -3.191  -4.698
H  -1.783  1.728  -4.817
H  6.550  -0.422  0.991
H  2.181  -0.294  2.162
H  1.087  0.435  -1.618
H  -1.491  2.611  -1.457
H  1.166  -7.655  -4.721
H  -2.757  3.835  -1.219
H  -3.398  -0.962  1.732
H  -0.933  2.566  5.769
H  -4.343  -1.778  -0.756
H  -5.515  1.446  -1.588
H  4.602  3.294  4.726
H  0.561  -3.461  -5.180
H  3.446  0.143  -4.070
H  4.441  -0.320  2.077
H  -2.020  -3.990  -1.248
H  -1.925  4.680  6.500
H  5.086  4.217  2.508
H  -2.679  -1.165  6.055
H  -1.650  6.208  2.512
H  -4.557  1.341  -3.092
H  0.763  2.842  -1.312
H  -0.596  -3.390  0.764
H  1.513  -2.021  6.138
H  -3.395  -1.910  -6.369
H  -5.696  -0.691  -1.098
H  6.683  -0.823  -0.678
H  -2.298  6.509  4.878
H  -0.788  -2.524  6.878
H  3.466  1.009  -1.596
H  2.067  -3.759  -1.396
H  5.016  -1.040  -2.050
H  4.340  -3.194  -0.849
H  -0.667  4.091  1.755
H  -3.215  0.553  -6.442
H  -4.921  2.914  -2.358
H  -2.263  -2.992  1.081



# 2
A structure of composition C53H54BrNO2P2Sn in a non-equilibrium geometry, computed with the ωB97M-V functional and the def2-TZVPD basis.

Output
2S+1	1
HOMO energy	-6.722	eV
gap between HOMO and LUMO	5.157	eV
calculated total energy	-5728.238646	a.u.

Atoms and positions in Å:
Sn  -0.966  -0.426  0.151
Br  -0.189  0.613  8.923
P  2.820  0.693  -0.265
P  -0.265  2.904  -0.160
O  0.039  0.547  2.072
O  -1.305  -1.163  2.392
N  -0.903  -2.231  -0.798
C  -0.140  -4.109  -3.832
C  3.678  0.915  2.325
C  4.147  -1.598  -4.062
C  -0.310  -3.108  -1.593
C  -0.933  2.469  -2.803
C  -1.711  3.501  2.136
C  -2.865  3.279  -3.978
C  4.719  -0.067  -2.292
C  6.130  -0.332  2.060
C  -6.170  -1.583  -1.052
C  5.297  -0.204  0.956
C  -1.325  3.150  -1.645
C  5.072  -0.774  -3.432
C  1.335  -4.847  -2.086
C  2.586  3.583  -0.078
C  -0.572  -0.241  2.840
C  -2.519  3.866  -1.665
C  -5.173  -0.645  -0.845
C  -1.688  2.540  -3.963
C  -1.749  -0.949  -3.622
C  -0.428  -0.069  4.322
C  -1.591  6.255  1.914
C  -2.299  4.300  3.110
C  3.370  2.429  -0.723
C  1.311  -4.131  0.257
C  0.338  1.234  6.198
C  -3.258  -2.809  -2.784
C  0.248  1.035  4.829
C  2.515  -1.012  -2.402
C  -0.903  -0.808  6.566
C  -3.265  0.224  0.480
C  0.748  -3.998  -1.159
C  -0.761  -3.225  -2.977
C  -0.252  0.315  7.051
C  0.924  -4.906  -3.409
C  3.441  -0.199  -1.744
C  -3.281  3.932  -2.827
C  4.055  0.417  1.074
C  1.222  3.873  -0.733
C  -4.283  -1.991  0.942
C  -0.992  -0.992  5.195
C  -1.042  4.061  1.048
C  -2.223  5.681  3.010
C  5.739  0.153  3.300
C  4.510  0.784  3.429
C  -4.231  -0.815  0.176
C  -1.012  5.454  0.941
C  0.582  -3.461  1.424
C  -1.961  -2.466  -3.528
C  2.782  -3.691  0.272
C  -6.222  -2.732  -0.274
C  -5.264  -2.937  0.716
C  2.860  -1.705  -3.556
H  2.858  -2.653  -0.056
H  6.383  0.027  4.162
H  -5.297  -3.835  1.321
H  1.414  -5.578  -4.103
H  5.439  0.604  -1.839
H  -2.538  -0.502  -4.233
H  -4.204  4.501  -2.832
H  0.693  1.746  4.145
H  1.511  -1.105  -1.999
H  -2.659  6.309  3.777
H  -3.460  3.336  -4.882
H  6.075  -0.682  -3.831
H  -0.554  5.931  0.084
H  2.131  -5.508  -1.760
H  3.404  -4.301  -0.384
H  -3.225  -2.436  -1.764
H  -1.503  -1.855  4.788
H  4.188  1.160  4.394
H  -7.000  -3.467  -0.439
H  1.289  -5.208  0.458
H  2.479  3.411  0.998
H  -0.487  -4.190  -4.857
H  3.188  4.487  -0.194
H  -6.921  -1.415  -1.815
H  0.778  -2.388  1.453
H  -0.023  1.872  -2.788
H  7.092  -0.819  1.949
H  -1.340  -1.525  7.249
H  -0.495  -3.607  1.387
H  -2.811  3.840  3.947
H  3.311  2.528  -1.810
H  0.960  -3.887  2.358
H  -1.555  7.333  1.815
H  2.706  1.382  2.437
H  -3.530  -2.143  1.709
H  4.421  2.492  -0.439
H  0.990  4.927  -0.595
H  -0.785  -0.713  -4.082
H  -2.861  4.375  -0.772
H  -3.026  0.352  1.533
H  2.128  -2.335  -4.047
H  -2.083  -2.827  -4.553
H  -1.747  2.424  2.231
H  3.183  -3.758  1.286
H  -4.115  -2.358  -3.294
H  -3.412  -3.890  -2.754
H  5.625  -0.612  0.009
H  -1.365  2.014  -4.854
H  1.303  3.704  -1.808
H  -1.785  -0.482  -2.639
H  -3.341  1.151  -0.079
H  0.857  2.095  6.596
H  4.430  -2.154  -4.948
H  -5.130  0.249  -1.460



# 3
A structure of composition C53H54Cl2InN10 in a non-equilibrium geometry, computed with the ωB97M-V functional and the def2-TZVPD basis.

Output
2S+1	1
HOMO energy	-5.544	eV
gap between HOMO and LUMO	7.194	eV
net charge	-1
calculated total energy	-3709.698474	a.u.

Atoms and positions in Å:
In  5.701  -1.617  0.644
Cl  3.054  -2.908  -1.522
Cl  3.999  -1.005  -4.081
N  -2.588  -0.668  -0.287
N  -9.904  1.429  4.032
N  7.742  -0.668  -8.475
N  -11.868  7.011  5.108
N  -9.622  5.383  -3.744
N  2.067  -1.161  3.331
N  4.417  -4.618  5.020
N  12.969  0.589  -6.276
N  8.140  -2.757  -1.183
N  -8.868  0.428  -0.812
C  -9.654  7.737  5.738
C  -8.214  0.554  0.363
C  -1.409  -0.720  -0.946
C  7.903  -1.844  -0.017
C  -2.823  -1.651  0.609
C  -6.091  0.141  -0.638
C  -12.170  0.595  3.996
C  -8.113  0.157  -1.899
C  2.131  -2.455  2.949
C  -7.493  4.342  -4.207
C  -10.675  7.573  4.816
C  1.473  -3.485  3.602
C  5.119  -3.623  7.105
C  1.311  -0.887  4.416
C  -10.413  2.680  4.062
C  -0.459  -1.709  -0.750
C  6.295  -1.354  -6.669
C  6.210  0.172  -2.406
C  4.400  -3.610  5.920
C  6.986  -0.393  -7.389
C  4.498  -1.756  -1.324
C  10.587  -1.124  0.346
C  -1.934  -2.680  0.877
C  7.806  -1.962  -8.856
C  5.186  -5.686  5.322
C  11.710  1.078  -6.296
C  -8.968  3.372  -2.580
C  13.199  -0.520  -7.013
C  0.620  -1.848  5.136
C  5.937  -5.792  6.482
C  -11.769  2.961  4.064
C  -11.087  6.718  7.373
C  -9.857  4.400  -2.848
C  12.228  -1.158  -7.768
C  -0.730  -2.706  0.181
C  -7.764  3.345  -3.276
C  -12.046  6.595  6.381
C  10.941  -0.631  -7.767
C  9.576  -2.852  -1.617
C  10.879  -2.097  -0.972
C  7.148  -2.992  -8.204
C  0.704  -3.172  4.717
C  -8.443  5.332  -4.403
C  -6.736  0.004  -1.863
C  6.379  -2.678  -7.088
C  -12.662  1.895  4.029
C  -10.796  0.414  4.000
C  8.997  -0.993  0.849
C  -6.842  0.422  0.499
C  5.901  -4.737  7.388
C  -9.868  7.300  7.042
C  4.935  -0.888  -2.481
C  10.673  0.509  -7.017
H  -6.564  4.349  -4.767
H  -9.209  2.610  -1.848
H  -10.558  7.901  3.787
H  -2.175  -3.442  1.610
H  -6.180  -0.215  -2.767
H  8.421  -2.156  -9.730
H  12.469  -2.045  -8.344
H  7.233  -4.013  -8.556
H  -9.091  7.413  7.793
H  6.221  0.773  -3.437
H  11.480  -0.552  0.880
H  -13.733  2.076  4.028
H  8.695  -0.308  1.762
H  0.030  -1.571  6.003
H  5.185  -6.481  4.582
H  2.747  -2.650  2.075
H  -1.243  0.082  -1.660
H  -8.844  0.769  1.222
H  11.931  -2.265  -1.458
H  1.274  0.160  4.702
H  -10.812  4.463  -2.333
H  -10.362  -0.582  3.978
H  9.680  0.944  -6.994
H  -8.277  6.134  -5.117
H  0.175  -3.953  5.256
H  6.536  -6.675  6.674
H  -8.662  0.063  -2.832
H  14.217  -0.895  -6.979
H  1.558  -4.507  3.249
H  5.704  -1.078  -5.802
H  0.470  -1.702  -1.309
H  -7.043  2.554  -3.094
H  11.552  1.971  -5.698
H  -8.714  8.194  5.448
H  -0.009  -3.498  0.363
H  -5.013  0.030  -0.570
H  -11.285  6.369  8.380
H  5.276  -3.077  1.653
H  6.053  1.008  -1.571
H  -9.676  3.478  4.085
H  7.255  -0.358  -2.334
H  -12.121  3.986  4.091
H  5.849  -3.459  -6.549
H  9.797  -3.552  -2.559
H  -13.012  6.145  6.590
H  10.153  -1.105  -8.346
H  5.382  -0.075  1.510
H  6.949  0.654  -7.103
H  6.477  -4.784  8.308
H  5.070  -2.784  7.790
H  3.772  -2.764  5.655
H  -6.369  0.536  1.468
H  -12.839  -0.257  3.967
H  -3.778  -1.588  1.124



# 4
A structure of composition C53H60CsF6N8O5PS7 in a non-equilibrium geometry, computed with the ωB97M-V functional and the def2-TZVPD basis.

Output
2S+1	1
HOMO energy	-1.928	eV
gap between HOMO and LUMO	5.278	eV
net charge	-2
calculated total energy	-6617.918677	a.u.

Atoms and positions in Å:
Cs  0.173  -0.603  0.911
S  -5.037  -2.258  2.972
S  -2.556  0.408  -4.160
S  -0.131  -1.719  4.261
S  -6.459  -2.154  -0.329
S  2.499  -1.912  3.638
S  -2.867  -4.568  1.959
S  0.704  2.919  6.411
P  2.543  1.286  -2.185
F  3.004  0.495  4.689
F  4.593  -0.931  4.968
F  -0.502  -2.561  6.751
F  -1.263  -3.910  5.246
F  -2.296  -2.060  5.658
F  2.806  -1.067  6.166
O  3.511  -2.892  3.406
O  -0.003  -0.384  4.772
O  2.130  -1.011  2.586
O  -0.844  -1.907  3.042
O  -2.450  -1.954  -0.044
N  2.856  -4.672  -0.801
N  1.232  -2.545  4.338
N  0.548  -4.894  -1.557
N  1.541  0.513  -1.338
N  -1.915  1.729  -0.032
N  -1.047  2.349  2.451
N  1.077  -3.502  0.350
N  1.251  -5.911  0.545
C  -4.954  -0.784  3.848
C  -4.169  0.127  3.204
C  2.029  3.902  -1.312
C  0.912  -4.652  1.226
C  4.965  0.133  -1.327
C  -1.504  4.696  2.083
C  0.460  2.972  -2.937
C  -2.298  1.399  -1.237
C  -3.634  -6.157  0.113
C  -3.296  0.693  -5.674
C  -3.644  -2.357  0.402
C  -0.010  5.368  6.226
C  -3.929  1.903  -5.711
C  4.263  1.494  -1.319
C  0.213  -3.662  -0.823
C  -2.423  4.033  -0.512
C  2.473  -3.439  -0.095
C  -0.604  2.647  3.646
C  -4.526  -1.544  -1.857
C  -4.030  -1.648  1.722
C  -4.000  -4.853  -0.304
C  3.261  -0.784  4.942
C  -0.558  3.958  4.171
C  4.123  0.881  -4.702
C  1.653  0.667  -4.774
C  -3.811  2.607  -4.495
C  -5.701  -1.286  -2.603
C  -2.753  2.340  -2.192
C  1.952  3.083  -2.606
C  0.389  -6.020  -0.637
C  -2.823  3.667  -1.802
C  -1.961  3.010  0.344
C  1.954  -4.822  -1.946
C  -3.093  1.917  -3.543
C  2.661  3.871  -3.711
C  -6.831  -1.578  -1.903
C  0.594  5.232  7.493
C  2.892  0.452  -3.897
C  -1.988  5.704  1.189
C  -3.654  -0.368  1.984
C  -2.428  5.388  -0.049
C  5.244  2.537  -1.866
C  -3.650  -3.880  0.591
C  -1.493  3.346  1.668
C  -4.772  -2.018  -0.601
C  -1.019  4.987  3.364
C  -0.028  4.191  5.510
C  2.637  -5.803  0.096
C  1.027  3.960  7.729
C  -3.012  -6.154  1.327
C  3.976  1.802  0.158
C  -1.096  -2.628  5.556
C  2.951  -1.060  -3.635
H  3.282  -5.689  0.972
H  5.817  0.170  -0.639
H  -3.820  -7.059  -0.454
H  -4.486  -4.620  -1.240
H  4.876  3.555  -1.738
H  -0.835  -3.661  -0.517
H  -5.428  -0.677  4.810
H  3.910  -1.389  -3.243
H  0.357  -2.798  -1.480
H  2.913  -6.725  -0.430
H  2.236  4.882  -3.762
H  5.352  -0.140  -2.307
H  -4.461  2.270  -6.577
H  2.582  -2.577  -0.759
H  0.703  6.040  8.203
H  -2.640  -7.010  1.869
H  0.745  0.462  -4.205
H  -3.502  -1.413  -2.165
H  5.055  0.609  -4.208
H  -0.652  -6.064  -0.312
H  -0.030  3.935  -2.755
H  -1.002  6.017  3.699
H  -0.258  1.800  4.232
H  1.520  3.584  8.610
H  -1.988  6.734  1.531
H  1.612  3.335  -0.477
H  2.220  -5.741  -2.482
H  -7.852  -1.465  -2.232
H  0.638  -6.948  -1.166
H  -2.247  0.335  -1.459
H  2.174  -1.316  -2.910
H  6.190  2.467  -1.315
H  3.121  -3.306  0.774
H  1.694  -0.026  -5.622
H  -3.955  1.110  3.599
H  -2.785  6.159  -0.723
H  3.732  3.978  -3.536
H  0.272  2.700  -3.974
H  0.024  2.209  -2.289
H  2.524  3.420  -4.695
H  4.287  -0.651  -0.986
H  4.144  1.954  -4.896
H  3.127  1.204  0.494
H  2.093  -3.969  -2.615
H  1.442  4.819  -1.435
H  -0.423  6.293  5.852
H  -3.140  4.437  -2.496
H  -0.127  -4.692  1.558
H  4.115  0.374  -5.675
H  2.771  -1.601  -4.571
H  1.559  -4.533  2.101
H  -3.231  -0.042  -6.460
H  3.046  4.200  -1.059
H  -4.251  3.576  -4.311
H  3.753  2.853  0.332
H  4.854  1.546  0.759
H  -5.708  -0.894  -3.612
H  1.593  1.675  -5.183
H  5.474  2.393  -2.922
H  -3.020  0.159  1.293